Here is 2 unconnected molecules or ions with the total composition CHN2O3 from OMol25. Energies are from ωB97M-V with the def2-TZVPD basis set.

The geometry in XYZ format:
```
7
CHN2O3 (ωB97M-V with the def2-TZVPD basis set)
C -0.853 1.192 -0.765
N 0.818 -0.447 0.125
N 0.381 -1.165 0.916
O -1.473 1.075 0.164
O -0.278 -1.678 1.633
O -0.128 0.984 -1.601
H 1.533 0.038 -0.472
```

Values from the calculation:
Orbital gap = 11.02 eV
E = -373.50861 Ha
ΔE to the lowest compared entry with this formula, charge and spin = 31.3 kcal/mol
HOMO = -17.77 eV
Charge = +1



Here is a molecular structure, C33H30Cl3MgN5O3 from OMol25. Energies are from ωB97M-V with the def2-TZVPD basis set.

The geometry in XYZ format:
```
75
C33H30Cl3MgN5O3 (ωB97M-V with the def2-TZVPD basis set)
Mg -0.957 0.138 -0.061
Cl -7.314 -3.408 -0.762
C -5.668 -2.858 -0.632
C -4.714 -3.672 0.002
C -3.421 -3.247 0.127
C -2.986 -1.973 -0.355
O -1.779 -1.603 -0.211
C -3.981 -1.171 -1.010
C -3.653 0.077 -1.605
N -2.545 0.722 -1.418
C -2.294 1.922 -2.088
C -3.217 2.755 -2.687
C -2.814 3.911 -3.377
C -1.491 4.242 -3.483
C -0.516 3.442 -2.851
C 0.872 3.701 -2.914
C 1.741 2.881 -2.254
C 1.232 1.819 -1.479
N -0.046 1.546 -1.408
C -0.922 2.308 -2.113
C -5.306 -1.645 -1.138
H -5.014 -4.640 0.382
H -2.679 -3.877 0.602
H -4.407 0.480 -2.288
H -4.272 2.524 -2.623
H -3.571 4.532 -3.837
H -1.176 5.114 -4.043
H 1.222 4.547 -3.494
H 2.808 3.037 -2.296
H 1.891 1.183 -0.900
H -6.042 -1.025 -1.638
N -2.162 -0.422 2.127
C -2.117 0.410 3.327
C -2.882 1.711 3.102
C -2.069 2.708 2.285
N -1.766 2.182 0.948
H -3.095 -0.794 1.982
H -1.541 -1.215 2.237
H -1.067 0.642 3.520
H -2.522 -0.106 4.206
H -3.141 2.163 4.060
H -3.817 1.487 2.576
H -1.124 2.907 2.795
H -2.624 3.653 2.223
H -1.228 2.870 0.432
H -2.644 2.060 0.454
Cl 4.315 -1.139 -1.895
C 4.783 -0.012 -0.669
C 5.498 1.097 -1.098
C 5.789 2.137 -0.237
C 5.339 2.080 1.070
C 4.657 0.964 1.505
Cl 4.114 0.920 3.156
C 4.375 -0.145 0.678
N 3.714 -1.208 1.257
C 3.595 -2.552 0.851
C 4.728 -3.282 0.505
C 4.625 -4.623 0.185
C 3.395 -5.257 0.247
C 2.273 -4.541 0.630
C 2.348 -3.187 0.931
C 1.126 -2.428 1.374
C 0.817 -1.134 0.607
O 0.790 -1.128 -0.633
O 0.486 -0.117 1.300
H 5.796 1.139 -2.137
H 6.346 2.998 -0.584
H 5.525 2.888 1.763
H 3.124 -0.942 2.029
H 5.691 -2.787 0.489
H 5.512 -5.174 -0.101
H 3.313 -6.310 0.010
H 1.312 -5.039 0.686
H 1.188 -2.187 2.439
H 0.240 -3.050 1.222
```

Values from the calculation:
Orbital gap = 6.85 eV
E = -3355.91551 Ha
ΔE to the lowest compared entry with this formula, charge and spin = 4.9 kcal/mol
HOMO = -7.54 eV



Here is 2 unconnected molecules or ions with the total composition C6H16BrNO2 from OMol25. Energies are from ωB97M-V with the def2-TZVPD basis set.

The geometry in XYZ format:
```
26
C6H16BrNO2 (ωB97M-V with the def2-TZVPD basis set)
Br -2.146 -2.185 1.819
C -0.202 1.896 3.131
O 0.272 2.336 1.873
C 1.257 1.504 1.293
C 0.653 0.331 0.544
N -0.483 0.848 -0.272
H -1.127 1.382 0.317
H -0.155 1.521 -0.966
C -1.343 -0.183 -0.956
C -0.537 -1.386 -1.370
O 0.416 -1.008 -2.336
C 0.946 -2.050 -3.112
H 0.157 2.545 3.939
H 0.173 0.922 3.461
H -1.288 1.876 3.176
H 1.993 1.219 2.049
H 1.788 2.174 0.605
H 0.202 -0.393 1.225
H 1.374 -0.150 -0.110
H -1.868 0.262 -1.801
H -2.126 -0.540 -0.291
H -1.278 -2.096 -1.753
H -0.032 -1.821 -0.503
H 1.628 -1.609 -3.835
H 0.200 -2.651 -3.639
H 1.525 -2.743 -2.488
```

Values from the calculation:
Orbital gap = 7.14 eV
E = -3017.39570 Ha
ΔE to the lowest compared entry with this formula, charge and spin = 16.4 kcal/mol
HOMO = -7.20 eV



Here is 5 unconnected molecules or ions with the total composition C5H20N10O5 from OMol25. Energies are from ωB97M-V with the def2-TZVPD basis set.

The geometry in XYZ format:
```
40
C5H20N10O5 (ωB97M-V with the def2-TZVPD basis set)
C -4.588 0.412 2.125
O -4.237 0.234 3.208
N -3.857 0.852 1.169
N -5.774 0.126 1.620
H -4.339 1.165 0.339
H -2.859 0.996 1.239
H -5.947 0.056 0.627
H -6.549 -0.206 2.177
C 4.330 0.497 -0.355
O 3.379 0.892 -1.040
N 5.398 0.073 -0.868
N 4.302 0.312 0.950
H 5.529 -0.080 -1.858
H 6.099 -0.414 -0.327
H 5.048 0.011 1.561
H 3.480 0.624 1.447
C 1.396 -0.718 -3.717
O 1.717 -1.613 -4.467
N 1.701 0.509 -3.826
N 0.670 -0.862 -2.703
H 2.013 0.771 -4.750
H 1.399 1.237 -3.193
H 0.298 -1.798 -2.629
H 0.351 0.043 -2.389
C -1.467 -2.588 1.992
O -1.183 -3.814 2.029
N -1.190 -1.876 0.946
N -1.860 -1.923 2.996
H -0.795 -2.370 0.158
H -1.188 -0.867 0.933
H -1.970 -2.420 3.868
H -2.072 -0.936 3.022
C -0.110 1.678 0.226
O -1.140 1.444 0.840
N 0.547 2.841 0.035
N 0.549 0.706 -0.320
H 1.342 2.716 -0.576
H -0.037 3.654 0.167
H 1.538 0.807 -0.497
H 0.075 -0.171 -0.159
```

Values from the calculation:
Orbital gap (spin up / spin down) = 2.11 / 9.50 eV
E = -1126.35298 Ha
ΔE to the lowest compared entry with this formula, charge and spin = 32.0 kcal/mol
HOMO (spin up / spin down) = 0.47 / -6.96 eV
Charge = -1
Spin multiplicity = 2



Here is 5 unconnected molecules or ions with the total composition C3H14O5 from OMol25. Energies are from ωB97M-V with the def2-TZVPD basis set.

The geometry in XYZ format:
```
22
C3H14O5 (ωB97M-V with the def2-TZVPD basis set)
C -1.521 -1.561 1.152
C -1.468 -0.020 1.019
C -0.670 0.578 2.151
O -0.459 -0.055 3.153
H -2.252 -1.980 1.854
H -0.534 -1.857 1.562
H -1.637 -2.030 0.206
H -1.219 0.459 0.050
H -2.572 0.319 1.066
H -0.509 1.685 2.199
O 0.459 1.254 -2.522
H 0.537 1.294 -1.548
H -0.168 0.555 -2.753
O 1.135 1.430 0.212
H 1.705 0.672 -0.006
H 1.632 2.144 0.612
O -1.270 -1.486 -2.448
H -1.629 -1.191 -1.595
H -0.677 -2.124 -2.022
O 3.056 -0.032 -1.128
H 3.160 -0.980 -1.086
H 2.768 0.370 -1.953
```

Values from the calculation:
Orbital gap = 10.09 eV
E = -498.86886 Ha
SMILES = CCC=O.O.O.O.O
ΔE to the lowest compared entry with this formula, charge and spin = 25.0 kcal/mol
HOMO = -9.85 eV



Here is a single H3O2PS molecule from OMol25. Energies are from ωB97M-V with the def2-TZVPD basis set.

The geometry in XYZ format:
```
7
H3O2PS (ωB97M-V with the def2-TZVPD basis set)
O 1.446 0.563 -0.049
P 0.154 0.354 -1.121
O -0.879 -0.807 -0.345
S -1.968 -0.571 0.929
H 1.344 1.284 0.621
H 0.966 -0.708 -1.821
H -1.063 -0.115 1.787
```

Values from the calculation:
Orbital gap = 9.28 eV
E = -891.79265 Ha
SMILES = OPOS
ΔE to the lowest compared entry with this formula, charge and spin = 56.8 kcal/mol
HOMO = -8.95 eV